A 2-piece molecular cluster, C10H12BN3O10 overall at a distorted geometry. Source: OMol25; level of theory: ωB97M-V/def2-TZVPD.

Cartesian coordinates (Å):
N: 3.885523 -1.512494 -1.532985
C: 3.131242 -0.540873 -2.078398
N: 1.916152 -0.738938 -2.732152
C: 1.179002 0.561532 -2.497741
C: 0.403175 0.468764 -1.204937
C: -0.818886 -0.436162 -1.404582
C: -1.833965 0.014945 -2.346579
O: -0.853809 -1.055973 -2.663981
C: 2.302947 1.609688 -2.384338
N: 3.457418 0.739858 -2.051327
O: 4.384854 1.243925 -1.161971
H: 4.152272 -1.502150 -0.563283
H: 4.228293 -2.268733 -2.102279
H: 2.107180 -0.833317 -3.731002
H: 0.536887 0.736592 -3.355806
H: 0.034202 1.442764 -0.885399
H: 1.011724 -0.010616 -0.430789
H: -1.163150 -0.964862 -0.512764
H: -1.646130 0.959045 -2.849594
H: -2.777363 -0.487109 -2.499089
H: 2.163899 2.284917 -1.543332
H: 2.480704 2.159203 -3.307316
H: 4.141788 0.933549 -0.279184
B: -2.515821 -0.209980 3.414974
O: -2.379711 0.027197 1.948035
C: -1.896655 1.226305 1.732744
O: -1.635273 1.696922 0.655712
C: -1.674588 1.911023 3.108765
O: -1.224328 3.007602 3.269153
O: -2.044329 1.047829 4.032708
O: -3.890675 -0.530361 3.782911
C: -3.937348 -1.727560 4.360562
O: -4.908582 -2.282109 4.773812
C: -2.481945 -2.279284 4.388600
O: -2.129888 -3.332976 4.824195
O: -1.704813 -1.358161 3.826656

Cartesian forces (eV/Å) of the 3 atoms listed first:
0.103 0.148 -0.220
0.399 -0.085 -0.499
0.780 0.681 -0.302

Summary:
* highest occupied orbital energy: -8.88 eV
* DFT total energy: -36186.757 eV
* ΔE to the lowest compared entry with this formula, charge and spin: 0.0 kcal/mol
* Kohn-Sham gap: 6.5 eV
* spin multiplicity: 1